(1)
{
  "formula": "C4H18N2O5S",
  "method": "ωB97M-V with the def2-TZVPD basis set",
  "charge": -2,
  "orbital_gap_ha": 0.2248,
  "relative_energy_kcal_mol": 2.0,
  "max_force_ev_per_a": 2.12,
  "e_tot_ev": -28492.449,
  "species": ["C", "N", "C", "C", "S", "N", "C", "O", "H", "H", "H", "H", "H", "H", "H", "H", "H", "H", "H", "H", "O", "H", "H", "O", "H", "H", "O", "H", "H", "O"],
  "coordinates": [[1.0532, -1.6204, 0.8113], [1.6110, -2.9572, 0.8511], [-0.4162, -1.3707, 1.2518], [-1.5514, -2.0031, 0.4114], [-1.1240, -3.3628, -0.8481], [-0.5254, 0.0627, 1.3725], [-1.7824, 0.7040, 1.9138], [-2.0015, 1.9043, 1.3146], [1.1632, -1.3175, -0.2294], [1.6251, -0.9728, 1.4607], [1.0225, -3.6445, 0.3372], [1.4657, -3.3141, 1.7563], [-0.4021, -1.8042, 2.2617], [-2.0606, -1.2700, -0.2016], [-2.2113, -2.5812, 1.0145], [-0.2722, 0.6557, 0.5830], [-2.6296, 0.0140, 1.8257], [-1.5082, 0.8521, 2.9819], [0.6293, 3.5766, -1.0824], [0.7172, 2.5442, -2.0765], [1.2379, 3.3278, -1.8212], [2.7642, 2.5294, -1.5153], [3.8340, 1.5160, -1.0403], [3.6945, 2.2249, -1.6507], [0.2537, 0.0190, -2.0934], [-0.8102, 0.9662, -1.7728], [-0.0133, 0.9313, -2.3234], [0.4890, 3.4085, 1.1599], [-1.0281, 2.8591, 0.8011], [-0.2300, 3.4446, 0.4863]],
  "nbo_charge": [-0.20, -0.87, -0.08, -0.52, -0.81, -0.71, 0.15, -0.95, 0.17, 0.18, 0.40, 0.32, 0.15, 0.19, 0.19, 0.36, 0.10, 0.07, 0.51, 0.50, -1.02, 0.51, 0.45, -1.00, 0.50, 0.49, -0.97, 0.46, 0.52, -1.06]
}



(2)
{
  "formula": "C21H33AsB2N4O3PtS2",
  "method": "ωB97M-V with the def2-TZVPD basis set",
  "charge": 2,
  "orbital_gap_ha": [0.3115, 0.2111],
  "relative_energy_kcal_mol": 0.0,
  "max_force_ev_per_a": 0.09,
  "e_tot_ev": -121511.866,
  "spin_multiplicity": 5,
  "species": ["Pt", "C", "N", "C", "C", "N", "B", "N", "C", "C", "N", "C", "C", "S", "C", "S", "H", "H", "H", "H", "H", "H", "H", "H", "H", "H", "H", "H", "C", "As", "C", "C", "O", "H", "H", "H", "H", "H", "H", "H", "H", "H", "C", "C", "C", "C", "C", "C", "C", "C", "O", "B", "O", "C", "C", "H", "H", "H", "H", "H", "H", "H", "H", "H", "H", "H", "H"],
  "coordinates": [[-0.4056, -1.7168, -1.6129], [-2.6641, 0.8300, 0.6454], [-1.6022, 1.6451, 0.0753], [-1.7172, 2.9386, -0.3761], [-0.4917, 3.3013, -0.8301], [0.3676, 2.2452, -0.6501], [1.8938, 2.2448, -1.0325], [2.0252, 1.5553, -2.4438], [2.1441, 2.2248, -3.6376], [2.2471, 1.3095, -4.6329], [2.1744, 0.0708, -4.0383], [2.3102, -1.2101, -4.7191], [2.0483, 0.2517, -2.7107], [1.9999, -1.0501, -1.5598], [-0.3304, 1.2508, -0.1045], [0.2484, -0.3186, 0.3558], [-3.5854, 1.4051, 0.6335], [-2.4257, 0.5623, 1.6730], [-2.7891, -0.0769, 0.0540], [-2.6377, 3.4896, -0.2967], [-0.1476, 4.2370, -1.2330], [2.5103, 1.6157, -0.2239], [2.2342, 3.3852, -1.1610], [2.1752, 3.2991, -3.6732], [2.3885, 1.4237, -5.6933], [1.9737, -1.0966, -5.7464], [1.6942, -1.9535, -4.2166], [3.3485, -1.5367, -4.7133], [-2.4852, -1.3718, -4.8470], [-2.1823, 0.2612, -3.8978], [-3.8347, 0.8545, -3.1400], [-1.5543, 1.5949, -5.1106], [-1.0475, 0.0632, -2.6751], [-3.2227, -1.2127, -5.6326], [-2.8484, -2.1249, -4.1494], [-1.5468, -1.7056, -5.2872], [-4.5733, 1.0075, -3.9257], [-3.6558, 1.7929, -2.6179], [-4.1959, 0.1016, -2.4417], [-2.3193, 1.8154, -5.8537], [-0.6548, 1.2283, -5.6020], [-1.3167, 2.4926, -4.5426], [-0.4921, -9.8071, 0.2494], [0.8152, -9.1796, 0.7752], [1.9690, -9.5121, -0.1922], [1.1330, -9.7790, 2.1457], [0.6405, -7.6780, 0.8072], [0.7718, -6.9379, 2.0449], [0.6278, -5.5817, 2.1301], [0.3370, -4.9274, 0.9321], [0.1493, -3.6427, 0.7187], [-0.1146, -3.4602, -0.6991], [-0.0738, -4.7617, -1.2752], [0.1994, -5.6422, -0.3052], [0.3464, -6.9964, -0.3833], [-0.3738, -10.8903, 0.2256], [-0.7320, -9.4765, -0.7608], [-1.3343, -9.5726, 0.9016], [2.0981, -10.5938, -0.2218], [2.9070, -9.0677, 0.1429], [1.7669, -9.1735, -1.2081], [1.2437, -10.8571, 2.0383], [0.3318, -9.6073, 2.8665], [2.0700, -9.3979, 2.5553], [0.9946, -7.4932, 2.9432], [0.7300, -5.0389, 3.0586], [0.2405, -7.5135, -1.3253]],
  "nbo_charge": [0.50, -0.41, -0.32, -0.07, -0.03, -0.44, 0.16, -0.44, -0.03, -0.07, -0.32, -0.41, 0.24, 0.12, 0.24, 0.15, 0.23, 0.24, 0.22, 0.25, 0.25, -0.01, -0.02, 0.25, 0.25, 0.23, 0.23, 0.24, -1.00, 1.99, -1.00, -0.99, -1.24, 0.27, 0.26, 0.26, 0.27, 0.26, 0.26, 0.27, 0.25, 0.26, -0.59, -0.12, -0.59, -0.62, 0.23, -0.12, -0.26, 0.39, -0.60, 0.72, -0.65, 0.40, -0.32, 0.24, 0.21, 0.22, 0.24, 0.22, 0.21, 0.24, 0.22, 0.22, 0.25, 0.26, 0.26]
}



(3)
{
  "formula": "C48H58BrFN9O5STi",
  "method": "ωB97M-V with the def2-TZVPD basis set",
  "charge": -1,
  "orbital_gap_ha": [0.1596, 0.2759],
  "relative_energy_kcal_mol": 27.7,
  "max_force_ev_per_a": 1.09,
  "e_tot_ev": -181081.440,
  "spin_multiplicity": 3,
  "species": ["Ti", "C", "C", "C", "C", "C", "C", "C", "S", "O", "O", "N", "C", "C", "O", "O", "H", "H", "H", "H", "H", "H", "H", "H", "H", "C", "C", "C", "C", "C", "C", "C", "N", "C", "C", "C", "C", "C", "C", "C", "N", "C", "C", "C", "C", "H", "H", "H", "H", "H", "H", "H", "H", "H", "H", "H", "H", "H", "H", "H", "H", "H", "H", "H", "H", "H", "H", "H", "H", "C", "N", "C", "C", "C", "N", "C", "C", "O", "H", "H", "H", "H", "H", "H", "H", "H", "H", "H", "H", "H", "F", "C", "C", "C", "C", "C", "C", "H", "H", "H", "H", "Br", "C", "C", "C", "N", "C", "C", "H", "H", "H", "H", "N", "C", "C", "N", "C", "C", "N", "H", "H", "H", "H", "H"],
  "coordinates": [[-0.6690, -0.0153, 0.3516], [1.8106, 4.7367, -6.0913], [1.3733, 4.3279, -4.7103], [2.2991, 3.8875, -3.7648], [1.8980, 3.5182, -2.4915], [0.5558, 3.5995, -2.1388], [-0.3758, 4.0366, -3.0624], [0.0350, 4.3910, -4.3405], [0.0984, 3.0653, -0.5022], [0.6611, 1.6859, -0.5012], [0.7782, 3.9278, 0.4511], [-1.4280, 3.0934, -0.5227], [-2.1847, 3.2901, 0.6856], [-2.8425, 2.0176, 1.2406], [-3.8743, 2.0909, 1.8818], [-2.2295, 0.8957, 0.9777], [2.8815, 4.5855, -6.2262], [1.5958, 5.7911, -6.2759], [1.2894, 4.1633, -6.8610], [3.3483, 3.8289, -4.0335], [2.6185, 3.1600, -1.7668], [-1.4151, 4.0801, -2.7659], [-0.7051, 4.7104, -5.0665], [-3.0045, 3.9888, 0.5022], [-1.5811, 3.7144, 1.5009], [5.1418, -4.3081, -0.8109], [4.7716, -3.5088, 0.4427], [4.3669, -4.4908, 1.5528], [6.0108, -2.7277, 0.8934], [3.5903, -2.5790, 0.1848], [2.5712, -2.9223, -0.7584], [1.4412, -2.1551, -0.8237], [1.2158, -1.0602, -0.0842], [2.1923, -0.6975, 0.8190], [3.3789, -1.4615, 0.9422], [1.9155, 0.3860, 1.7055], [2.9368, 1.2304, 2.1982], [2.6371, 2.3042, 2.9974], [1.2909, 2.4497, 3.4107], [0.3379, 1.6333, 2.8545], [0.6047, 0.6512, 1.9921], [3.7028, 3.3426, 3.3435], [4.5158, 3.6786, 2.0846], [3.0682, 4.6425, 3.8437], [4.6360, 2.7843, 4.4244], [6.0380, -4.9021, -0.6177], [5.3447, -3.6481, -1.6571], [4.3493, -4.9980, -1.1001], [5.1850, -5.1823, 1.7756], [3.4923, -5.0721, 1.2555], [4.1081, -3.9502, 2.4643], [6.8717, -3.3978, 0.9529], [5.8752, -2.2847, 1.8805], [6.2464, -1.9254, 0.1918], [2.6483, -3.7897, -1.3956], [0.6354, -2.4385, -1.4956], [4.0818, -1.1737, 1.7125], [3.9468, 1.0605, 1.8505], [0.9764, 3.2325, 4.0825], [-0.7132, 1.7635, 3.0948], [3.8473, 3.9388, 1.2622], [5.1406, 2.8427, 1.7686], [5.1723, 4.5295, 2.2840], [2.3377, 5.0195, 3.1262], [3.8450, 5.3991, 3.9776], [2.5703, 4.5078, 4.8053], [5.0697, 1.8338, 4.1088], [4.0935, 2.6136, 5.3566], [5.4520, 3.4839, 4.6269], [-5.5542, 0.1427, -0.4268], [-5.4108, -0.6885, -1.6099], [-6.2749, -0.3622, -2.7241], [-6.2538, -1.4690, -3.7590], [-4.8113, -1.7618, -4.1195], [-4.0831, -2.1229, -2.9196], [-2.8507, -2.8831, -3.0399], [-4.2924, -1.4829, -1.7224], [-3.5138, -1.6226, -0.7897], [-5.4632, 1.2039, -0.6830], [-4.7802, -0.0988, 0.2960], [-6.5352, -0.0143, 0.0278], [-5.9643, 0.5870, -3.1864], [-7.2857, -0.2096, -2.3363], [-6.8191, -1.1716, -4.6432], [-6.7100, -2.3698, -3.3426], [-4.3602, -0.8833, -4.6037], [-4.7462, -2.5922, -4.8242], [-2.0193, -2.3554, -2.5725], [-2.6330, -3.0259, -4.0977], [-2.9344, -3.8604, -2.5598], [-0.2548, -5.9307, 2.8280], [-0.4548, -4.6619, 2.3588], [0.1161, -3.5987, 3.0265], [-0.0817, -2.3179, 2.5213], [-0.8281, -2.0403, 1.3652], [-1.3855, -3.1709, 0.7533], [-1.2166, -4.4718, 1.2290], [0.7069, -3.7735, 3.9179], [0.3661, -1.5008, 3.0779], [-1.9983, -3.0471, -0.1310], [-1.6670, -5.3227, 0.7311], [-4.1181, -4.1815, 6.6401], [-3.5794, -2.8597, 5.3880], [-4.0499, -2.9111, 4.0894], [-3.6147, -1.9230, 3.2149], [-2.7826, -0.9529, 3.5636], [-2.3504, -0.9236, 4.8152], [-2.7145, -1.8554, 5.7797], [-4.7222, -3.6907, 3.7615], [-3.9263, -1.9309, 2.1750], [-1.6616, -0.1245, 5.0716], [-2.3277, -1.8021, 6.7872], [0.5733, 0.6535, -4.9432], [-0.4603, 0.6568, -4.0205], [-0.2637, 0.1099, -2.7410], [-1.2233, 0.1282, -1.8317], [-2.3810, 0.7202, -2.1684], [-2.5805, 1.1821, -3.4476], [-1.6318, 1.1482, -4.3867], [1.4882, 0.7616, -4.5298], [0.4161, 1.3244, -5.6819], [0.6940, -0.3023, -2.4509], [-3.1330, 0.7986, -1.4008], [-3.5320, 1.6255, -3.7186]],
  "lowdin_charge": [1.05, -0.06, -0.30, -0.05, -0.05, -0.26, -0.06, -0.05, 0.57, -0.40, -0.31, -0.20, -0.20, -0.61, 0.04, -0.18, 0.07, 0.08, 0.07, 0.11, 0.12, 0.10, 0.11, 0.11, 0.11, -0.07, -0.56, -0.04, -0.07, -0.18, -0.03, -0.16, -0.03, -0.22, 0.03, -0.23, 0.03, -0.17, -0.02, -0.12, 0.00, -0.55, -0.05, -0.07, -0.05, 0.08, 0.09, 0.07, 0.08, 0.09, 0.09, 0.08, 0.07, 0.09, 0.09, 0.11, 0.11, 0.11, 0.10, 0.12, 0.09, 0.07, 0.08, 0.09, 0.08, 0.08, 0.08, 0.08, 0.08, -0.03, -0.08, -0.18, -0.16, -0.17, -0.08, -0.03, -0.51, 0.02, 0.09, 0.07, 0.09, 0.12, 0.12, 0.11, 0.12, 0.12, 0.12, 0.07, 0.09, 0.09, 0.01, -0.30, -0.03, -0.14, -0.19, -0.14, -0.04, 0.11, 0.08, 0.05, 0.10, 0.70, -0.69, -0.10, -0.12, 0.10, -0.14, -0.12, 0.10, 0.11, 0.11, 0.09, 0.13, -0.37, -0.06, 0.03, -0.12, -0.11, 0.14, 0.09, 0.08, 0.11, 0.09, 0.11]
}



(4)
{
  "formula": "C5H7NO",
  "method": "ωB97M-V with the def2-TZVPD basis set",
  "orbital_gap_ha": 0.3998,
  "relative_energy_kcal_mol": 40.2,
  "smiles": "CC(C)(C#N)C=O",
  "max_force_ev_per_a": 4.34,
  "e_tot_ev": -8834.460,
  "species": ["C", "C", "C", "C", "N", "C", "O", "H", "H", "H", "H", "H", "H", "H"],
  "coordinates": [[-1.3485, 0.3616, 0.5694], [-0.0219, -0.1682, 0.0857], [1.2355, 0.6130, 0.4965], [0.1144, -1.5837, 0.2386], [0.1216, -2.7191, 0.2385], [0.0280, -0.1276, -1.4216], [0.9573, -0.3903, -2.0629], [-1.3035, 1.3512, 0.3155], [-1.5338, 0.0909, 1.6164], [-2.0117, -0.2055, -0.0136], [1.2223, 1.7341, 0.1257], [1.3828, 0.7685, 1.6272], [2.1637, 0.1691, 0.0976], [-1.0061, 0.1060, -1.9131]],
  "nbo_charge": [-0.57, -0.29, -0.60, 0.28, -0.29, 0.48, -0.48, 0.22, 0.23, 0.22, 0.22, 0.23, 0.25, 0.10]
}



(5)
{
  "formula": "C6H12N2O2",
  "method": "ωB97M-V with the def2-TZVPD basis set",
  "orbital_gap_ha": 0.3669,
  "relative_energy_kcal_mol": 16.5,
  "smiles": "CCCNC(=O)CC#N.O",
  "max_force_ev_per_a": 3.40,
  "e_tot_ev": -13491.712,
  "species": ["C", "C", "C", "N", "C", "O", "C", "C", "N", "H", "H", "H", "H", "H", "H", "H", "H", "H", "H", "O", "H", "H"],
  "coordinates": [[-3.0149, -1.5847, 0.1180], [-1.4974, -1.4602, 0.2048], [-1.0543, -0.0024, 0.2974], [0.3919, 0.1248, 0.3740], [1.0024, 1.0183, 1.1683], [0.4173, 1.9453, 1.7226], [2.5186, 1.1390, 0.9428], [2.8992, 2.4721, 0.4632], [3.0197, 3.4291, -0.1850], [-3.4093, -1.0409, -0.7533], [-3.3216, -2.6355, 0.0236], [-3.4982, -1.1708, 1.0153], [-1.1212, -2.0078, 1.0824], [-1.0334, -1.9138, -0.6848], [-1.4177, 0.5399, -0.5905], [-1.4760, 0.4830, 1.1859], [0.8919, -0.2394, -0.4401], [3.0253, 0.9503, 1.9016], [2.9176, 0.3826, 0.2527], [1.3999, -0.3571, -2.3893], [1.8663, 0.3016, -2.9147], [0.4938, -0.3735, -2.7948]],
  "nbo_charge": [-0.61, -0.40, -0.22, -0.62, 0.68, -0.61, -0.60, 0.30, -0.31, 0.20, 0.22, 0.21, 0.21, 0.19, 0.18, 0.23, 0.43, 0.27, 0.25, -0.95, 0.49, 0.48]
}



(6)
{
  "formula": "C3H6N2S",
  "method": "ωB97M-V with the def2-TZVPD basis set",
  "orbital_gap_ha": 0.3786,
  "relative_energy_kcal_mol": 67.3,
  "smiles": "[H]/N=C(\\C=C)NS",
  "max_force_ev_per_a": 10.36,
  "e_tot_ev": -17021.125,
  "species": ["H", "N", "C", "C", "C", "N", "S", "H", "H", "H", "H", "H"],
  "coordinates": [[-2.0040, -1.8652, 0.1752], [-0.9282, -1.8199, 0.0547], [-0.4198, -0.6707, -0.1048], [-0.9161, 0.6719, 0.2724], [-0.4066, 1.6883, -0.2167], [0.8917, -0.6892, -0.5581], [2.3200, -0.0971, 0.1098], [-1.6725, 0.7621, 1.0212], [0.3369, 1.3921, -1.1332], [-0.5065, 2.8586, -0.0905], [1.0555, -1.5718, -0.8616], [2.2496, -0.6592, 1.3316]],
  "nbo_charge": [0.35, -0.68, 0.41, -0.33, -0.31, -0.77, 0.19, 0.22, 0.20, 0.23, 0.39, 0.09]
}



(7)
{
  "formula": "C5H3NO2",
  "method": "ωB97M-V with the def2-TZVPD basis set",
  "orbital_gap_ha": 0.2862,
  "relative_energy_kcal_mol": 34.1,
  "smiles": "O=CC1=CC(=O)C=N1",
  "max_force_ev_per_a": 4.51,
  "e_tot_ev": -10815.934,
  "species": ["O", "C", "C", "C", "C", "O", "C", "N", "H", "H", "H"],
  "coordinates": [[2.2429, 1.8713, 0.2422], [1.4811, 1.3451, -0.6211], [0.3454, 0.3993, -0.3159], [-0.0258, 0.0469, 0.9561], [-1.1111, -0.9323, 0.8684], [-1.8903, -1.3200, 1.7567], [-1.1325, -1.1410, -0.6553], [-0.3345, -0.3400, -1.2831], [1.6436, 1.4914, -1.6557], [0.4193, 0.5571, 1.8420], [-1.6382, -1.9778, -1.1341]],
  "nbo_charge": [-0.49, 0.38, 0.05, -0.26, 0.46, -0.42, 0.05, -0.38, 0.14, 0.26, 0.21]
}



(8)
{
  "formula": "NO2",
  "method": "ωB97M-V with the def2-TZVPD basis set",
  "charge": -1,
  "orbital_gap_ha": 0.3172,
  "relative_energy_kcal_mol": 0.0,
  "smiles": "O=N[O-]",
  "max_force_ev_per_a": 4.52,
  "e_tot_ev": -5583.317,
  "species": ["O", "N", "O"],
  "coordinates": [[-0.6563, 0.8721, 0.3602], [-0.1054, 0.0232, -0.4239], [0.7617, -0.8953, 0.0637]],
  "nbo_charge": [-0.57, 0.21, -0.64]
}